C10H16BIO11S | the ωB97M-V functional and the def2-TZVPD basis

The electronic energy comes out at -52763.4411 eV. As for the charge: 0. Its HOMO-LUMO gap is 9.816 eV. As for the HOMO energy: -10.360 eV.

CARTESIAN COORDINATES (ANGSTROEM)
C1 -2.818 4.625 -3.106
C2 -3.222 3.145 -3.535
B1 -3.120 2.231 -2.231
O1 -3.443 2.830 -0.981
C3 -2.674 0.676 -2.195
I1 -3.094 -0.548 -3.938
C4 -1.181 0.666 -1.669
O2 -1.048 -0.469 -0.802
S1 -2.394 -0.371 0.153
O3 -2.638 -1.693 0.752
O4 -2.408 0.708 1.143
O5 -3.397 0.095 -1.071
H1 -3.686 5.017 -2.553
H2 -2.641 5.268 -3.979
H3 -1.941 4.552 -2.446
H4 -4.294 3.212 -3.821
H5 -2.627 2.784 -4.390
H6 -4.404 2.830 -0.976
H7 -0.395 0.767 -2.428
H8 -1.100 1.558 -1.009
C5 1.133 -2.185 0.356
C6 1.505 -3.615 0.632
O6 2.480 -3.881 -0.382
C7 3.018 -2.696 -0.757
O7 3.969 -2.579 -1.457
O8 2.326 -1.654 -0.228
H9 0.868 -1.640 1.260
H10 0.322 -2.097 -0.361
H11 1.966 -3.747 1.612
H12 0.658 -4.294 0.546
C8 4.059 -0.226 3.990
C9 3.171 -0.701 2.872
O9 2.844 -2.030 3.278
C10 2.987 -2.096 4.627
O10 2.635 -3.011 5.292
O11 3.585 -0.979 5.108
H13 3.969 0.842 4.176
H14 5.111 -0.470 3.822
H15 2.249 -0.119 2.792
H16 3.672 -0.704 1.906